No. 1
Here is 2 unconnected molecules or ions with the total composition CH2ClOP at a distorted geometry from OMol25. Energies are from wB97M-V/def2-TZVPD.

```
! wB97M-V def2-TZVPD RIJCOSX def2/J DEFGRID3
* xyz 0 1
O 1.5932 3.8562 -0.5273
C 0.7080 3.1401 -0.7721
P -0.3615 1.8598 -1.0385
H -1.5407 2.6482 -1.1024
Cl 0.0747 -3.1473 0.4061
H -0.4289 -1.9757 0.0553
*
```

Computed properties:
HOMO: -9.204 eV
HOMO-LUMO gap: 9.09 eV



No. 2
Here is a molecular structure, C20H31CrN8S2 at a distorted geometry from OMol25. Energies are from wB97M-V/def2-TZVPD.

```
! wB97M-V def2-TZVPD RIJCOSX def2/J DEFGRID3
* xyz 2 4
Cr 0.5931 0.1156 0.5562
N 2.4294 0.5677 0.0846
C 2.8083 1.6255 0.9753
C 2.2419 1.2910 2.3868
N 0.8466 0.8661 2.2742
C 0.3593 -0.0902 3.2683
C -0.7497 -0.9857 2.6413
N -0.2884 -1.4271 1.3576
H 2.4972 0.5654 -1.0908
H 2.9954 -0.4587 0.2218
H 3.8952 1.7428 1.0156
H 2.3751 2.5691 0.6267
H 2.8557 0.4862 2.8100
H 2.3277 2.1583 3.0496
H 0.1070 1.8352 2.2129
H 1.1721 -0.7487 3.5988
H -0.0239 0.4333 4.1503
H -0.9757 -1.8321 3.2964
H -1.6637 -0.3952 2.5176
H 0.5639 -2.2433 1.3608
H -0.9217 -1.9444 0.5102
N 1.5492 -2.1283 -2.7824
C 2.0086 -3.4200 -2.4974
C 2.3667 -4.2836 -3.5440
C 2.8269 -5.5750 -3.2786
C 2.9337 -6.0168 -1.9636
C 2.5802 -5.1659 -0.9163
C 2.1180 -3.8690 -1.1781
S 1.6791 -2.8200 0.1870
N 1.1889 -1.3964 -0.5199
C 1.1778 -1.2203 -1.8067
C 0.6940 0.1531 -2.2213
C 0.5968 0.5694 -3.5455
C 0.1363 1.8610 -3.8013
C -0.2093 2.6884 -2.7391
C -0.0809 2.1908 -1.4544
N 0.3609 0.9480 -1.1757
H 1.5020 -1.8890 -3.7580
H 2.2911 -3.9592 -4.5783
H 3.1013 -6.2350 -4.0976
H 3.2912 -7.0210 -1.7506
H 2.6670 -5.5198 0.1087
H 0.8623 -0.0638 -4.3796
H 0.0475 2.2201 -4.8231
H -0.5704 3.6971 -2.9068
H -0.3368 2.7942 -0.5881
C -3.2464 2.5904 3.3640
N -3.5958 2.5952 1.9572
C -4.9474 2.9115 1.5339
C -4.8868 2.7851 0.0176
N -3.7216 1.9721 -0.2017
C -2.9209 1.9289 0.9314
S -1.4425 1.1891 0.9529
H -3.6096 3.5129 3.8246
H -2.1644 2.5236 3.4974
H -3.7199 1.7266 3.8391
H -5.2364 3.9127 1.8650
H -5.6247 2.1662 1.9653
H -4.7144 3.7540 -0.4614
H -5.7728 2.3125 -0.4125
H -3.3814 1.6497 -1.0993
H 0.7579 1.7996 0.6129
*
```

Computed properties:
HOMO (spin up / spin down): -12.245 / -13.184 eV
<S²>: 3.87
HOMO-LUMO gap (spin up / spin down): 5.95 / 6.66 eV



No. 3
Here is a molecular structure, C28H27MnN6OS at a distorted geometry from OMol25. Energies are from wB97M-V/def2-TZVPD.

```
! wB97M-V def2-TZVPD RIJCOSX def2/J DEFGRID3
* xyz 1 6
Mn -0.1412 -0.4594 -2.1735
C -3.6615 3.0612 -2.6897
C -3.3887 1.7575 -3.0793
C -2.1101 1.2648 -2.9493
C -1.0733 2.0540 -2.4030
C -1.3742 3.3511 -1.9830
C -2.6562 3.8444 -2.1450
N 0.1393 1.3947 -2.3129
C 1.3899 1.8689 -2.6263
C 1.8329 3.1796 -2.7969
C 3.1476 3.4174 -3.1631
C 4.0313 2.3713 -3.4173
C 3.6201 1.0560 -3.3077
C 2.3158 0.7976 -2.8852
N 1.7307 -0.4241 -2.7199
N 2.2674 -1.5514 -3.1145
C 1.4410 -2.5943 -3.0388
C 1.8425 -3.8730 -3.4739
C 0.9261 -4.8910 -3.4723
C -0.3747 -4.6479 -3.0077
C -0.6989 -3.3876 -2.5576
N 0.1578 -2.3613 -2.5686
H -4.6541 3.4602 -2.8156
H -4.1622 1.1389 -3.5057
H -1.8651 0.2548 -3.3560
H -0.6126 3.9526 -1.5141
H -2.8742 4.8570 -1.8428
H 1.1632 4.0100 -2.6572
H 3.4911 4.4356 -3.2648
H 5.0427 2.5923 -3.7174
H 4.2704 0.2268 -3.5418
H 2.8607 -3.9948 -3.8060
H 1.1964 -5.8731 -3.8227
H -1.1152 -5.4301 -2.9845
H -1.6875 -3.1738 -2.1621
C -3.1143 0.7203 4.4114
C -2.8291 -0.7594 4.1811
C -2.4771 -1.0377 2.7258
N -1.1958 -0.4373 2.4111
C -0.6954 -0.3419 1.1934
S -1.6447 -0.7225 -0.1538
N 0.5757 0.1079 0.9786
C 1.6154 0.4745 1.8647
O 2.4705 1.2115 1.4559
C 1.5884 -0.1453 3.2103
C 1.7986 0.6336 4.3475
C 1.7697 0.0420 5.5990
C 1.5804 -1.3262 5.7181
C 1.4343 -2.1134 4.5852
C 1.4278 -1.5274 3.3337
H -3.2763 0.9177 5.4668
H -4.0115 1.0108 3.8697
H -2.2892 1.3424 4.0690
H -3.7159 -1.3369 4.4427
H -2.0107 -1.0989 4.8210
H -3.2357 -0.6166 2.0612
H -2.4194 -2.1153 2.5364
H -0.6217 -0.1639 3.2011
H 0.7747 0.3600 -0.0068
H 1.9711 1.6940 4.2412
H 1.9033 0.6445 6.4847
H 1.5586 -1.7832 6.6953
H 1.3305 -3.1832 4.6816
H 1.3184 -2.1351 2.4482
*
```

Computed properties:
HOMO (spin up / spin down): -9.855 / -10.170 eV
<S²>: 8.87
HOMO-LUMO gap (spin up / spin down): 5.58 / 5.61 eV



No. 4
Here is a molecular structure, C49H47BIN8PTi at a distorted geometry from OMol25. Energies are from wB97M-V/def2-TZVPD.

```
! wB97M-V def2-TZVPD RIJCOSX def2/J DEFGRID3
* xyz 0 3
Ti -0.2477 0.5479 0.9537
C 3.0136 -0.6756 -1.4923
C 2.9008 -0.7290 -0.0051
C 3.8707 -1.3400 0.7937
C 3.5170 -1.0682 2.0938
C 4.2098 -1.4627 3.3589
N 2.3958 -0.3353 2.0623
N 1.9815 -0.1230 0.7644
B 1.8662 0.5394 3.2161
N 0.4969 0.0384 3.7510
N -0.6592 0.2861 3.0636
C -1.6719 0.0106 3.8836
C -3.1049 0.2375 3.5318
C -1.1675 -0.4384 5.1092
C 0.2049 -0.4056 4.9887
C 1.2428 -0.7953 5.9912
N 1.7007 2.0002 2.7186
N 0.5560 2.3452 2.0339
C 0.3752 3.6505 2.2520
C -0.8416 4.4335 1.8706
C 1.4370 4.1568 3.0213
C 2.2418 3.0814 3.3105
C 3.5040 3.0235 4.1114
H 3.5830 -1.5379 -1.8376
H 2.0641 -0.6782 -2.0000
H 3.5454 0.2295 -1.7915
H 4.7151 -1.9206 0.4531
H 5.0342 -2.1327 3.1204
H 4.6121 -0.5942 3.8826
H 3.5333 -1.9770 4.0433
H 2.6567 0.5125 4.1160
H -3.2091 0.9620 2.7312
H -3.5849 -0.6876 3.2079
H -3.6312 0.6097 4.4116
H -1.7380 -0.7461 5.9738
H 0.7524 -1.1300 6.9036
H 1.8660 -1.6109 5.6188
H 1.9017 0.0383 6.2378
H -1.7135 3.7934 1.7826
H -1.0235 5.1770 2.6483
H -0.7200 4.9636 0.9260
H 1.5695 5.1790 3.3457
H 3.8891 4.0315 4.2576
H 3.3362 2.5763 5.0932
H 4.2637 2.4296 3.6026
I 0.4782 -3.3747 -0.9351
C 1.4164 -3.3288 -2.8096
C 2.3312 -4.3331 -2.9625
C 2.9275 -4.6024 -4.2111
C 2.5332 -3.8848 -5.2913
C 1.5806 -2.8434 -5.1691
C 1.1443 -2.2100 -6.3549
C 0.1633 -1.2771 -6.3087
C -0.3225 -0.8505 -5.0552
C 0.1334 -1.3381 -3.8587
P -0.3226 -0.3063 -2.3230
C 0.4330 1.3462 -2.7249
C 0.6148 1.9693 -3.9559
C 1.3431 3.1512 -4.0653
C 1.9350 3.7236 -2.9498
C 1.7841 3.1122 -1.7108
C 1.0424 1.9496 -1.6200
C -2.1203 -0.1761 -2.6783
C -2.7289 0.9415 -3.2386
C -4.0806 0.9169 -3.5629
C -4.8354 -0.2207 -3.3171
C -4.2380 -1.3319 -2.7305
C -2.8877 -1.3107 -2.4125
C 1.0333 -2.4716 -3.8977
H 2.5749 -4.9565 -2.1117
H 3.6426 -5.4106 -4.3063
H 2.9247 -4.1091 -6.2769
H 1.5846 -2.5130 -7.2985
H -0.2209 -0.8287 -7.2169
H -1.0838 -0.0834 -5.0515
H 0.2012 1.5433 -4.8596
H 1.4561 3.6165 -5.0383
H 2.5144 4.6349 -3.0439
H 2.2395 3.5306 -0.8200
H 0.9480 1.5005 -0.6386
H -2.1504 1.8458 -3.3977
H -4.5436 1.7957 -3.9980
H -5.8895 -0.2385 -3.5702
H -4.8256 -2.2171 -2.5165
H -2.4285 -2.1790 -1.9494
C -1.8088 -4.5918 2.6259
C -2.9508 -4.0883 2.0150
C -2.9501 -2.8330 1.4162
C -1.7887 -2.0555 1.4077
C -0.6381 -2.5787 2.0034
C -0.6521 -3.8260 2.6122
N -1.7352 -0.7580 0.8279
N -2.9541 -0.2603 0.5629
C -2.9052 1.0409 0.0990
C -4.1245 1.6314 -0.2633
C -4.1369 2.8839 -0.8394
C -2.9323 3.5485 -1.0706
C -1.7357 2.9669 -0.6703
C -1.6673 1.7186 -0.0411
H -1.8174 -5.5675 3.0975
H -3.8593 -4.6806 2.0025
H -3.8361 -2.4349 0.9406
H 0.2845 -2.0122 1.9865
H 0.2531 -4.2011 3.0767
H -5.0402 1.0675 -0.1139
H -5.0750 3.3372 -1.1381
H -2.9293 4.5216 -1.5513
H -0.8266 3.5251 -0.8588
*
```

Computed properties:
HOMO (spin up / spin down): -5.921 / -7.547 eV
<S²>: 2.02
HOMO-LUMO gap (spin up / spin down): 6.16 / 7.62 eV



No. 5
Here is a single C4H8N2S molecule at a distorted geometry from OMol25. Energies are from wB97M-V/def2-TZVPD.

```
! wB97M-V def2-TZVPD RIJCOSX def2/J DEFGRID3
* xyz 0 1
C -0.1131 1.9972 0.2469
C 0.4814 0.7280 -0.4221
C 1.9156 0.3151 -0.0926
N 1.8622 -1.1227 0.1768
C 0.5726 -1.3988 0.1695
N -0.2663 -0.3747 0.0749
S -1.8735 -0.3872 -0.1157
H 0.7454 2.8707 0.1398
H -1.1837 2.0636 -0.3598
H -0.2983 1.9889 1.4779
H 0.0321 0.7894 -1.3926
H 2.2909 1.0867 0.5712
H 2.6035 0.3061 -1.0185
H -0.2004 -2.3265 0.2184
H -2.3232 0.0497 1.0428
*
```

Computed properties:
HOMO: -8.586 eV
HOMO-LUMO gap: 9.19 eV